<one>
The following is a quantum chemistry calculation of an isolated molecule of C9H9N3S, from the OMol25 dataset.

Calculated values
**SMILES string**: Cc1nnc(Nc2ccccc2)s1
**Kohn-Sham gap**: 8.64 eV

```
! RIJCOSX wB97M-V def2-TZVPD def2/J DEFGRID3
* xyz 0 1
S -2.600 -1.247 -0.047
N -1.308 0.931 0.087
N 0.049 -0.950 -0.078
N -2.641 1.311 0.052
C 4.037 0.463 -0.119
C 2.382 -1.341 0.072
C 3.685 -0.923 -0.026
C -4.889 0.298 -0.061
C -3.428 0.297 -0.003
C -1.148 -0.315 0.031
C 3.003 1.373 -0.017
C 1.638 0.926 -0.034
C 1.358 -0.427 -0.032
H -5.245 -0.397 -0.825
H 3.127 2.447 -0.037
H 4.433 -1.722 0.062
H 0.851 1.645 -0.015
H -5.298 1.332 -0.310
H -0.024 -1.985 0.147
H -5.345 0.023 0.898
H 5.133 0.714 0.000
H 2.230 -2.453 0.256
*
```

---

<two>
The following is a quantum chemistry calculation of a cluster of 2 separate species, C9H9N3S in total, from the OMol25 dataset.

Calculated values
**SMILES string**: C=C(C)c1nccs1.N#CC=C=N
**Kohn-Sham gap**: 8.99 eV

```
! RIJCOSX wB97M-V def2-TZVPD def2/J DEFGRID3
* xyz 0 1
S 2.246 -0.392 0.340
N -0.013 -0.243 1.545
N -2.522 -1.483 0.710
N 0.432 -2.510 -2.304
C -0.886 2.137 0.165
C -1.635 -1.191 -1.612
C 0.314 1.591 -0.036
C -0.505 -1.926 -1.991
C 0.699 0.383 0.661
C 0.600 -1.350 2.007
C -2.058 -1.256 -0.373
C 1.312 2.152 -1.000
C 1.827 -1.603 1.477
H 2.230 2.418 -0.481
H 1.560 1.413 -1.759
H 0.105 -1.955 2.746
H -2.245 -1.001 1.556
H -1.585 1.706 0.860
H -2.093 -0.543 -2.345
H 2.495 -2.415 1.672
H 0.916 3.042 -1.483
H -1.193 3.027 -0.355
*
```

---

Short version: <one>, <two>, most stable first.

---

<one>
The following is a quantum chemistry calculation of a cluster of 2 separate species, C2HClF3N in total, from the OMol25 dataset.

Calculated values
**SMILES string**: N#CC(F)(F)F.Cl
**Kohn-Sham gap**: 12.72 eV

```
! RIJCOSX wB97M-V def2-TZVPD def2/J DEFGRID3
* xyz 0 1
Cl 0.129 -0.269 0.578
F -2.809 0.873 -0.038
F -4.442 0.072 1.275
F -4.809 0.434 -0.813
N -3.133 -2.280 -1.003
C -3.840 -0.010 0.074
C -3.399 -1.323 -0.418
H 0.562 0.776 0.286
*
```

---

<two>
The following is a quantum chemistry calculation of an isolated molecule of C2HClF3N, from the OMol25 dataset.

Calculated values
**SMILES string**: [H]/N=C(\Cl)C(F)(F)F
**Kohn-Sham gap**: 12.04 eV

```
! RIJCOSX wB97M-V def2-TZVPD def2/J DEFGRID3
* xyz 0 1
Cl 0.025 -1.558 -1.395
F -1.534 -0.763 0.876
F -0.446 0.987 1.564
F -1.589 1.087 -0.373
N 1.572 0.288 -0.178
C -0.795 0.296 0.493
C 0.469 -0.230 -0.295
H 2.299 -0.107 -0.692
*
```

---

Short version: <two>, <one>, most stable first.

---

<one>
The following is a quantum chemistry calculation of the ion C5H9ClN3 with charge +1, from the OMol25 dataset.

Calculated values
**SMILES string**: CN1CC=N[C@H](Cl)C1=[NH2+]
**Kohn-Sham gap**: 10.48 eV

```
! RIJCOSX wB97M-V def2-TZVPD def2/J DEFGRID3
* xyz 1 1
Cl -0.927 -1.523 2.745
N -0.109 0.220 -0.637
N 1.276 -1.579 1.315
N -1.443 1.121 1.167
C 0.994 -0.608 -1.023
C 1.437 -1.636 0.079
C 0.415 -0.649 1.952
C -0.530 0.290 0.615
C -0.636 1.089 -1.715
H -2.122 1.559 0.507
H 1.999 -2.397 -0.503
H 0.042 1.353 -2.434
H 1.938 -0.118 -1.144
H -1.302 0.595 -2.434
H -1.516 1.364 2.126
H 0.793 0.162 2.580
H -1.066 2.009 -1.284
H 0.757 -1.253 -1.911
*
```

---

<two>
The following is a quantum chemistry calculation of the ion C5H9ClN3 with charge +1, from the OMol25 dataset.

Calculated values
**SMILES string**: [H]/N=C(C)/N=C\CC(=[NH2+])Cl
**Kohn-Sham gap**: 8.24 eV

```
! RIJCOSX wB97M-V def2-TZVPD def2/J DEFGRID3
* xyz 1 1
Cl -0.675 2.597 1.032
N 1.421 -0.197 0.553
N -2.123 1.465 -0.698
N -0.765 -0.739 0.883
C 0.492 -1.108 0.818
C 0.909 -2.533 0.743
C 1.430 0.869 -0.154
C -0.890 1.755 -0.337
C 0.385 1.311 -1.106
H 1.780 -2.830 1.266
H 0.193 -3.267 0.769
H 0.836 2.236 -1.401
H 2.316 1.402 0.055
H 1.317 -2.688 -0.203
H -2.512 0.607 -1.137
H -2.864 2.062 -0.294
H 0.217 0.611 -1.901
H -1.468 -1.553 1.113
*
```

---

Short version: <one>, <two>, most stable first.

---

<one>
The following is a quantum chemistry calculation of an isolated molecule of CH2Cl2O2, from the OMol25 dataset.

Calculated values
**SMILES string**: OC(O)(Cl)Cl
**Kohn-Sham gap**: 11.31 eV

```
! RIJCOSX wB97M-V def2-TZVPD def2/J DEFGRID3
* xyz 0 1
Cl 0.530 -1.918 -0.173
Cl 1.708 0.739 0.692
O -0.326 0.522 -1.009
O -0.804 -0.231 1.087
C 0.086 -0.136 0.094
H -1.634 0.126 0.706
H 0.439 0.899 -1.398
*
```

---

<two>
The following is a quantum chemistry calculation of a structure of composition CH2Cl2O2, from the OMol25 dataset.

Calculated values
**Kohn-Sham gap**: 10.08 eV

```
! RIJCOSX wB97M-V def2-TZVPD def2/J DEFGRID3
* xyz 0 1
Cl -0.322 -1.496 -2.076
Cl -2.385 0.345 -0.656
O 0.074 0.679 -0.327
O -0.839 -1.067 0.736
C -0.845 -0.215 -0.302
H 0.486 0.894 -1.197
H -0.025 -1.250 1.224
*
```

---

Short version: <one>, <two>, most stable first.

---

<one>
The following is a quantum chemistry calculation of a structure of composition C2H2N2OS, from the OMol25 dataset.

Calculated values
**Kohn-Sham gap**: 8.78 eV

```
! RIJCOSX wB97M-V def2-TZVPD def2/J DEFGRID3
* xyz 0 1
S -0.271 -1.338 0.701
O 1.699 -0.166 2.505
N 0.645 -0.020 1.041
N 0.639 0.938 0.243
C -0.783 -0.543 -0.722
C -0.173 0.688 -0.790
H -0.290 1.425 -1.559
H -1.466 -0.983 -1.419
*
```

---

<two>
The following is a quantum chemistry calculation of an isolated molecule of C2H2N2OS, from the OMol25 dataset.

Calculated values
**SMILES string**: N#CS(=O)#CN
**Kohn-Sham gap**: 9.74 eV

```
! RIJCOSX wB97M-V def2-TZVPD def2/J DEFGRID3
* xyz 0 1
S 0.876 -0.570 -0.497
O 0.192 -1.188 0.724
N 3.025 0.961 0.653
N -1.588 0.119 -0.255
C 2.062 0.581 0.156
C -0.725 0.508 -1.103
H -2.601 0.158 -0.306
H -1.241 -0.569 0.627
*
```

---

Short version: <two>, <one>, most stable first.

---

<one>
The following is a quantum chemistry calculation of a cluster of 2 separate species, C5H8BrN in total, from the OMol25 dataset.

Calculated values
**SMILES string**: N/C=C/Br.C=C=C
**Kohn-Sham gap**: 9.32 eV

```
! RIJCOSX wB97M-V def2-TZVPD def2/J DEFGRID3
* xyz 0 1
Br -3.424 -0.684 1.226
N -1.023 1.921 -1.008
C 1.792 -1.055 0.269
C -1.753 1.177 -0.105
C -2.234 -0.011 -0.188
C 2.718 -0.667 -0.557
C 1.130 -1.419 1.343
H -1.923 1.581 0.849
H -0.146 2.362 -0.642
H 3.843 -0.867 -0.304
H 0.710 -0.723 2.092
H 2.417 -0.176 -1.446
H -1.065 1.884 -1.946
H -2.022 -0.762 -1.025
H 0.982 -2.561 1.443
*
```

---

<two>
The following is a quantum chemistry calculation of an isolated molecule of C5H8BrN, from the OMol25 dataset.

Calculated values
**Kohn-Sham gap (alpha / beta)**: 7.51 / 9.01 eV

```
! RIJCOSX wB97M-V def2-TZVPD def2/J DEFGRID3
* xyz 0 1
Br 2.328 0.573 -1.632
N 0.818 -0.491 -1.303
C 1.739 -0.042 1.853
C -0.531 -0.131 -1.620
C -0.721 0.360 0.842
C 0.645 0.034 1.155
C -1.412 -0.370 -0.342
H -0.746 1.381 0.711
H -0.467 0.952 -2.033
H 1.830 0.362 2.781
H 2.573 -0.481 1.480
H -1.500 -1.481 -0.432
H -0.721 -0.742 -2.448
H -2.344 -0.016 -0.672
H -1.490 0.092 1.659
*
```

---

<three>
The following is a quantum chemistry calculation of a cluster of 2 separate species, C5H8BrN in total, from the OMol25 dataset.

Calculated values
**Kohn-Sham gap**: 9.10 eV

```
! RIJCOSX wB97M-V def2-TZVPD def2/J DEFGRID3
* xyz 0 1
Br 4.150 -0.162 0.079
N 1.503 -0.955 -0.354
C -1.996 -1.368 0.250
C 2.339 0.007 -0.603
C -1.185 -0.096 0.153
C -0.663 0.978 0.055
C 0.012 2.230 -0.084
H -0.195 2.672 0.922
H -0.439 2.730 -0.840
H -2.654 -1.507 1.181
H 0.591 -0.960 -0.781
H 1.121 1.890 -0.113
H -2.725 -1.592 -0.675
H -1.385 -2.193 0.407
H 1.528 -1.674 0.401
*
```

---

Short version: <one>, <three>, <two>, most stable first.